Record 1
Below is a cluster of 8 separate species, C30H49NO21 in total, with properties calculated with wB97M-V/def2-TZVPD.

For the relative energy (zero: lowest compared OMol25 entry of this formula, charge and spin), the calculation gives 1.7641 eV. For the total energy, the calculation gives -76387.7634 eV. Its molar mass is 759.708 g mol⁻¹. As for the net charge: 0. The SMILES is C[C@H]1COC(=O)O1.C[C@H]1COC(=O)O1.C[C@H]1COC(=O)O1.C[C@H]1COC(=O)O1.C[C@H]1COC(=O)O1.COC(=O)OC.COC(=O)OC.CCCC#N.

Geometry as XYZ:
```
101
C30H49NO21, DFT wB97M-V/def2-TZVPD
O -0.584 5.675 0.607
O -6.183 -3.534 -1.359
O 3.041 -1.357 0.059
O -0.439 -6.141 -0.120
O -4.842 3.075 -0.757
O 0.801 3.678 0.430
O 7.255 2.581 -0.702
O -6.733 -3.021 0.785
O -1.284 1.187 2.990
O -2.847 0.242 4.386
O 1.542 -3.000 0.232
O -1.490 -0.979 3.078
O 0.737 5.360 -1.214
O 3.625 -3.215 -0.694
O -2.889 3.795 -1.701
O 1.283 -5.624 -1.744
O -2.899 2.593 0.173
O -0.527 -4.219 -1.625
O 7.227 0.546 -1.546
O 5.363 1.684 -1.102
O -4.657 -3.576 0.329
N -2.914 -0.859 -0.717
C 5.085 3.023 -0.763
C 0.356 4.905 -0.041
C 1.949 -6.797 -1.303
C 4.341 -1.138 -0.404
C 1.202 0.768 -1.907
C 1.779 4.759 -1.888
C -0.387 0.799 1.964
C 2.666 -2.559 -0.110
C 6.367 3.587 -0.249
C -0.498 -0.699 2.129
C 1.032 1.325 2.236
C 3.983 2.939 0.373
C 0.049 -5.322 -1.186
C -1.831 -3.790 -1.233
C -3.881 -2.104 2.121
C -2.164 -0.148 -1.133
C -1.224 0.731 -1.709
C 5.470 -2.596 -2.228
C -6.195 -3.209 2.036
C -1.071 5.233 1.853
C -5.846 -3.357 -0.207
C -1.940 0.142 3.531
C -5.202 2.194 0.280
C -3.567 3.189 -0.860
C -4.693 -3.334 1.706
C -3.818 2.073 1.092
C 0.066 -0.134 -1.815
C 6.667 1.532 -1.074
C 4.839 -2.492 -0.791
C -5.565 0.812 -0.333
H 1.682 1.235 1.341
H 4.971 -0.546 0.316
H -1.706 4.346 1.759
H 1.106 1.483 -2.669
H -5.541 -0.037 0.257
H -4.384 -1.149 1.878
H 1.982 5.457 -2.690
H -0.565 -1.292 1.166
H -5.976 2.547 0.917
H -1.719 -3.177 -0.325
H -1.150 1.663 -1.171
H 0.108 -0.754 -0.932
H 6.370 3.657 0.795
H -5.062 0.597 -1.252
H -6.485 -2.458 2.749
H 1.612 0.970 3.113
H -1.621 6.089 2.407
H -6.582 0.897 -0.713
H -3.631 -2.271 3.186
H -2.921 -2.104 1.654
H -0.020 -0.815 -2.663
H -0.257 4.937 2.478
H -3.589 1.038 1.433
H 2.704 4.695 -1.297
H -4.232 -4.200 2.226
H 0.818 2.391 2.304
H 1.412 3.793 -2.288
H 6.722 4.532 -0.632
H 5.542 -2.918 -0.059
H -1.433 1.013 -2.712
H 1.427 1.381 -1.014
H -0.857 1.137 1.075
H 6.363 -1.997 -2.284
H 4.887 3.668 -1.651
H -3.791 2.484 2.053
H -2.226 -3.083 -1.981
H 2.049 0.299 -2.342
H 2.005 -6.815 -0.167
H 4.682 -2.232 -2.891
H 3.509 3.873 0.571
H 4.419 2.494 1.275
H -6.597 -4.159 2.467
H 4.251 -0.454 -1.189
H 5.661 -3.612 -2.469
H -2.524 -4.643 -1.035
H 3.169 2.362 -0.005
H 0.388 -1.108 2.525
H 1.486 -7.687 -1.660
H 2.987 -6.748 -1.727
```

Here are the Mulliken charges for atoms 1 to 6, given in e:
1. O -0.34
2. O -0.60
3. O -0.15
4. O -0.68
5. O -0.36
6. O -0.16


Record 2
Below is a cluster of 11 separate species, C16H54O11 in total, with properties calculated with wB97M-V/def2-TZVPD.

For the relative energy (zero: lowest compared OMol25 entry of this formula, charge and spin), the calculation gives 3.6612 eV. For the total energy, the calculation gives -39985.8732 eV. Its molar mass is 422.597 g mol⁻¹. As for the net charge: 0. The SMILES is CCO.CCO.CCO.CCO.CCO.CO.CO.CO.CO.CO.CO.

Geometry as XYZ:
```
81
C16H54O11, DFT wB97M-V/def2-TZVPD
O -0.288 2.536 1.973
O -1.686 4.310 -0.809
O -3.124 2.252 2.506
O 2.373 -1.508 3.814
O 2.988 0.729 1.762
O 0.045 -0.808 1.110
O -3.231 2.253 -0.146
O -1.380 -1.696 -5.258
O 4.652 -1.227 -0.347
O -1.693 -2.344 2.750
O -1.789 -2.977 -2.475
C 3.770 -1.482 4.004
C -0.256 0.486 -5.349
C -0.257 3.954 -0.696
C 3.515 -1.109 -1.169
C -3.600 1.102 -0.938
C -0.838 -0.662 -6.141
C -3.858 0.024 0.117
C 3.044 2.012 1.109
C 0.312 2.066 3.154
C -3.533 3.596 2.688
C 3.413 -2.271 -2.141
C -0.118 -1.038 -0.290
C -2.806 -3.723 -3.090
C 4.606 -2.341 3.015
C 0.047 0.240 -0.945
C -0.821 -2.813 3.880
H -0.306 -1.989 4.320
H -2.800 4.226 2.211
H 0.246 4.414 -1.556
H 0.426 0.951 3.112
H -0.104 -3.484 3.464
H -4.515 1.382 -1.531
H 4.404 -3.423 3.157
H -3.109 2.067 1.556
H 5.663 -2.206 3.081
H -0.617 0.989 -0.479
H 2.457 -2.216 -2.628
H 3.319 1.878 0.104
H -1.225 2.407 2.089
H -1.611 -0.361 -6.853
H -1.563 -2.303 -3.126
H -0.810 -2.453 -5.367
H -2.605 -4.075 -4.117
H -0.065 -1.146 -6.689
H 1.348 2.442 3.246
H -0.553 -1.404 1.583
H 4.074 -0.391 3.993
H -1.009 1.046 -4.760
H 3.805 2.564 1.601
H 4.178 -2.216 -2.922
H -1.889 5.133 -0.342
H -3.638 3.979 3.706
H 0.329 1.224 -5.926
H -4.457 3.786 2.188
H -1.396 -3.335 4.625
H -2.866 -0.178 0.558
H 0.562 -1.806 -0.684
H -0.350 0.199 -2.005
H -2.623 2.809 -0.657
H 2.583 -1.200 -0.557
H 2.078 2.548 1.138
H 4.321 -2.053 1.984
H -2.840 0.794 -1.676
H -0.003 4.253 0.317
H -4.260 -0.946 -0.374
H 1.127 0.511 -0.961
H 0.514 0.118 -4.662
H -2.365 -1.787 3.167
H -2.895 -4.674 -2.596
H -4.614 0.403 0.768
H -0.214 2.931 -0.731
H 3.354 -3.240 -1.563
H 2.251 0.269 1.344
H -1.137 -1.374 -0.528
H 3.862 -1.845 4.995
H 3.466 -0.137 -1.722
H 4.428 -0.867 0.516
H -0.156 2.338 4.128
H 2.116 -0.933 3.090
H -3.803 -3.186 -3.113
```

Here are the Mulliken charges for atoms 1 to 6, given in e:
1. O -0.17
2. O -0.66
3. O -0.56
4. O -0.51
5. O -0.27
6. O -0.13


Record 3
Below is the molecule C9H11NO, with properties calculated with wB97M-V/def2-TZVPD.

For the relative energy (zero: lowest compared OMol25 entry of this formula, charge and spin), the calculation gives 4.2632 eV. For the total energy, the calculation gives -13044.8108 eV. Its molar mass is 149.193 g mol⁻¹. As for the net charge: 0. The SMILES is CO\C(C)=C/C=C\C=C\C#N.

Geometry as XYZ:
```
22
C9H11NO, DFT wB97M-V/def2-TZVPD
O -0.093 -1.007 -0.803
N 3.873 -0.745 0.544
C 1.617 0.285 0.744
C -1.164 -2.157 0.997
C -0.059 -0.317 -2.050
C 1.391 1.450 0.126
C -1.508 0.266 0.652
C -0.958 -0.895 0.244
C -1.104 1.580 0.190
C 2.870 -0.233 0.658
C 0.129 2.100 0.001
H -2.357 0.432 1.401
H 0.341 3.165 -0.367
H -1.417 -2.015 2.053
H -1.888 2.191 0.184
H -2.047 -2.735 0.706
H 2.101 2.081 -0.393
H 0.655 -0.719 -2.746
H -0.977 -0.232 -2.511
H 0.170 0.664 -1.811
H 0.905 -0.189 1.244
H -0.481 -2.972 0.939
```

Here are the natural (NBO) charges for atoms 1 to 6, given in e:
1. O -0.51
2. N -0.32
3. C -0.31
4. C -0.69
5. C -0.23
6. C -0.15


Record 4
Below is a cluster of 2 separate species, C3H11N3 in total, with properties calculated with wB97M-V/def2-TZVPD.

For the relative energy (zero: lowest compared OMol25 entry of this formula, charge and spin), the calculation gives 1.3170 eV. For the total energy, the calculation gives -7758.7668 eV. Its molar mass is 89.142 g mol⁻¹. As for the net charge: 0. The SMILES is C=CN.NCN.

Geometry as XYZ:
```
17
C3H11N3, DFT wB97M-V/def2-TZVPD
N 1.236 1.002 -0.122
N -1.886 -0.987 -1.513
N -2.429 -1.020 0.822
C 2.441 1.684 0.084
C 3.346 1.369 1.002
C -1.847 -1.763 -0.293
H -2.341 -1.481 1.716
H 0.701 0.764 0.699
H -2.452 -2.650 -0.514
H 4.246 1.953 1.078
H -1.750 0.004 -1.353
H -3.397 -0.756 0.667
H -0.831 -2.060 -0.040
H 3.212 0.538 1.683
H -2.699 -1.168 -2.076
H 0.633 1.388 -0.829
H 2.613 2.473 -0.637
```

Here are the natural (NBO) charges for atoms 1 to 6, given in e:
1. N -0.83
2. N -0.85
3. N -0.87
4. C 0.01
5. C -0.51
6. C -0.04


Record 5
Below is a structure of composition C5H10O3Sn, with properties calculated with wB97M-V/def2-TZVPD.

For the relative energy (zero: lowest compared OMol25 entry of this formula, charge and spin), the calculation gives 2.2453 eV. For the total energy, the calculation gives -17315.1122 eV. Its molar mass is 236.843 g mol⁻¹. As for the net charge: 0.

Geometry as XYZ:
```
19
C5H10O3Sn, DFT wB97M-V/def2-TZVPD
Sn 0.014 1.268 0.263
O 0.799 -0.545 0.330
O -1.723 0.463 -0.028
O 1.794 1.901 -0.022
C -1.603 -0.933 0.493
C -3.035 0.871 -0.336
C 2.695 0.858 0.188
C -0.320 -1.460 -0.012
C 2.101 -0.493 -0.224
H 2.702 -1.343 0.136
H -0.087 -2.430 0.448
H -2.987 1.621 -1.138
H 3.629 0.997 -0.390
H 2.001 -0.538 -1.322
H 2.995 0.792 1.254
H -1.554 -0.818 1.594
H -3.625 0.006 -0.670
H -3.517 1.312 0.549
H -0.280 -1.528 -1.111
```

Here are the natural (NBO) charges for atoms 1 to 6, given in e:
1. Sn 1.50
2. O -0.69
3. O -0.73
4. O -0.94
5. C -0.36
6. C -0.25